ORCA calculation (ωB97M-V/def2-TZVPD) on one molecule with the formula C2H2ClN3O in a non-equilibrium geometry.

Net charge   0
Relative energy (zero: lowest compared OMol25 entry of this formula, charge and spin)   352.1 kJ/mol
Kohn-Sham gap   0.3162 Eh
HOMO energy   -0.3061 Eh

The geometry in XYZ format:
```
9
Properties=species:S:1:pos:R:3:forces:R:3
C -0.980408 -0.203405 -1.019877 0.129 -0.305 -0.020
C -0.199589 -1.092686 0.850654 0.513 3.449 -1.906
N -1.055863 -1.168328 -0.048635 0.180 -0.828 0.506
N 0.010420 0.630481 -0.950782 0.227 1.339 -0.160
N 0.851863 0.377991 -0.015155 -1.386 -3.373 1.168
O 1.554564 1.382469 0.554520 0.220 0.693 -0.039
Cl 0.402316 -1.980446 2.069047 0.433 -0.771 0.617
H -1.700725 -0.179822 -1.810180 -0.124 0.106 -0.147
H 1.117422 2.233746 0.370408 -0.191 -0.311 -0.019
```
Positions in Å, forces in eV/Å.